{
  "formula": "C6H12N2",
  "method": "ωB97M-V with the def2-TZVPD basis set",
  "charge": 1,
  "e_lumo_ha": [-0.1462, -0.2872],
  "de_lowest_kcal_mol": 20.3,
  "homo_lumo_gap_ev": [10.975, 7.166],
  "max_force_ev_per_a": 2.58,
  "multiplicity": 2,
  "symbols": ["C", "C", "H", "H", "H", "H", "H", "H", "C", "C", "C", "C", "N", "N", "H", "H", "H", "H", "H", "H"],
  "coordinates": [[0.35759, -2.66976, 1.49751], [1.01297, -1.67348, 2.44701], [1.11899, -3.13460, 0.87264], [-0.03375, -3.51949, 2.06470], [-0.52794, -2.31899, 0.96366], [0.25209, -1.27310, 3.10227], [1.63380, -2.21933, 3.15018], [1.63252, -0.88810, 2.02031], [0.67471, 1.39183, -2.62424], [-0.01558, 1.10706, -1.36864], [-1.37462, 0.76943, -1.06519], [-0.07555, 0.58711, 0.71755], [0.71726, 0.93581, -0.25364], [-1.40398, 0.50318, 0.20922], [1.40024, 0.73080, -3.08764], [1.34143, 2.21484, -2.42477], [-2.30107, 0.90449, -1.60418], [0.03020, 0.83447, 1.76287], [-2.23738, 0.35030, 0.75633], [0.00000, 1.93656, -3.28699]],
  "forces_ev_per_a": [[0.3, -0.7, 0.4], [-0.4, -0.6, 0.6], [-0.3, 0.3, -0.6], [0.0, 0.2, 0.2], [0.3, 0.3, -0.4], [-0.3, 0.6, 0.1], [0.4, -0.1, -0.1], [-0.1, 0.0, -0.2], [-0.7, 2.3, -0.5], [1.9, -1.7, -0.1], [-1.0, 1.0, -0.2], [-1.5, 1.8, -0.6], [0.6, 0.0, 0.4], [0.3, -0.6, 1.0], [-0.6, -0.9, 0.1], [0.6, 0.5, 0.7], [0.2, -0.3, -0.4], [0.5, -0.8, 0.2], [-0.1, -0.1, 0.1], [-0.1, -0.9, -0.7]],
  "nbo_charge": [-0.621, -0.629, 0.223, 0.228, 0.178, 0.195, 0.236, 0.200, -0.712, 0.313, 0.137, 0.351, -0.426, -0.491, 0.305, 0.288, 0.262, 0.254, 0.458, 0.251]
}